DFT (ωB97M-V/def2-TZVPD) results for a cluster of 2 separate species, C2H3F2N3O5 in total at a distorted geometry.

Results
Molecular weight (g/mol): 187.06
ΔE to the lowest compared entry with this formula, charge and spin (kJ/mol): 208.06
Lowest unoccupied orbital energy (spin up / spin down) (eV): -1.6180 / -1.6169
Kohn-Sham gap (spin up / spin down) (eV): 8.68 / 8.68
E_tot (eV): -22252.9154

Atoms and positions in Å:
C 0.56263 -1.86297 0.67117
C -0.00630 0.93220 -0.25802
N -0.52921 0.80719 1.13551
N -0.74636 0.53980 -1.33865
N 1.33115 1.26485 -0.27056
O -1.76232 0.67393 1.25680
O 0.15092 0.98876 2.09953
O -1.95917 0.20463 -1.21221
O -0.19385 0.41162 -2.41035
O -0.33555 -1.57889 -0.06972
F 2.07473 -0.12077 -0.34308
F 1.76522 1.77442 -1.41003
H 1.17826 -2.77357 0.60717
H 0.65597 -1.49517 1.73728
H -2.18612 0.23398 -0.19485